1.
Density functional theory data (wB97M-V/def2-TZVPD) for 2 unconnected molecules or ions with the total composition C10H16 in a non-equilibrium geometry.

Geometry (Å):
C (-1.8958, -0.2938, 2.6737)
C (-1.9342, -0.2616, 1.1271)
C (-1.1606, -1.2413, 0.4808)
C (-0.9645, -1.0661, -0.8738)
C (-1.5491, 0.0092, -1.5147)
C (-2.2196, 1.0411, -0.8618)
C (-2.4369, 0.9042, 0.5051)
H (-1.9522, 0.6980, 3.1138)
H (-0.9207, -0.7048, 2.9207)
H (-2.7216, -0.9197, 3.0114)
H (-0.6986, -1.8963, 1.2005)
H (-0.3545, -1.7105, -1.4969)
H (-1.2863, 0.2222, -2.5485)
H (-2.4765, 1.9573, -1.3752)
H (-2.8753, 1.6106, 1.1942)
C (2.7640, -0.6227, 0.2935)
C (1.9180, 0.5264, -0.3628)
C (2.1933, 0.6567, -1.8791)
H (3.7228, -0.2663, 0.6281)
H (2.8340, -1.4436, -0.4042)
H (2.2382, -0.8985, 1.2168)
H (0.8783, 0.2583, -0.2942)
H (2.2728, 1.3971, 0.1677)
H (3.0829, 1.1941, -2.1824)
H (2.1579, -0.3378, -2.3453)
H (1.3840, 1.1878, -2.3946)

Output
E_LUMO = 0.0383 Eh
HOMO level = -9.018 eV
E_tot = -390.60071 Eh
SMILES = Cc1ccccc1.CCC
ΔE to the lowest compared entry with this formula, charge and spin = 92.3 kJ/mol
Maximum force = 2.4 eV/A

Results of the Mulliken charge analysis, in e, for atoms 1 through 5: C -1.40; C 0.83; C -0.36; C -0.56; C -0.41

***

2.
Density functional theory data (wB97M-V/def2-TZVPD) for 2 unconnected molecules or ions with the total composition C4H6N2O.

Geometry (Å):
H (1.0293, -0.6478, 2.5546)
N (1.3712, -0.5058, 1.6005)
C (0.4737, 0.0488, 0.8934)
C (-0.8974, 0.5034, 1.1622)
C (-1.3819, 1.0013, 0.0118)
N (-0.4545, 0.9312, -1.0259)
C (0.7328, 0.3646, -0.5856)
O (1.7237, 0.1711, -1.2459)
H (-1.4184, 0.4478, 2.1083)
H (-2.3593, 1.4283, -0.1786)
H (-0.6019, 1.2344, -1.9746)
H (0.6514, -2.7728, -1.6488)
H (1.1312, -2.2047, -1.6713)

Output
E_LUMO = -0.0108 Eh
HOMO level = -9.122 eV
E_tot = -340.72022 Eh
SMILES = [H]/N=C1\C=CNC1=O.[H][H]
ΔE to the lowest compared entry with this formula, charge and spin = 196.1 kJ/mol
Maximum force = 0.6 eV/A

Results of the Mulliken charge analysis, in e, for atoms 1 through 5: H 0.26; N -0.62; C 0.81; C -0.43; C -0.49

***

3.
Density functional theory data (wB97M-V/def2-TZVPD) for 2 unconnected molecules or ions with the total composition C3H9NO3 in a non-equilibrium geometry.

Geometry (Å):
C (0.7819, 1.3531, 0.7314)
C (1.6790, 0.2275, 0.3044)
O (2.9189, 0.2801, 0.4857)
N (1.1993, -0.7231, -0.5757)
C (-0.0872, -1.3346, -0.6560)
O (-0.9733, -0.6012, -1.4809)
H (0.1232, 0.9686, 1.5989)
H (0.2013, 1.6053, -0.1769)
H (1.2585, 2.2843, 1.0317)
H (1.9930, -1.3498, -0.8516)
H (-0.4781, -1.4462, 0.3327)
H (-0.0276, -2.3775, -1.1116)
H (-0.4623, -0.1034, -2.0215)
O (-2.5811, 0.7709, 0.9028)
H (-2.3938, 0.3392, 0.0860)
H (-3.1518, 0.1069, 1.4008)

Output
E_LUMO = 0.0205 Eh
HOMO level = -9.837 eV
E_tot = -400.16801 Eh
SMILES = CC(=O)NCO.O
ΔE to the lowest compared entry with this formula, charge and spin = 140.4 kJ/mol
Maximum force = 4.6 eV/A

Results of the Mulliken charge analysis, in e, for atoms 1 through 5: C -0.76; C 0.54; O -0.64; N -0.27; C -0.22

***

4.
Density functional theory data (wB97M-V/def2-TZVPD) for a molecular structure, C27H25Cl2F3KN6S2 in a non-equilibrium geometry.

Geometry (Å):
K (-0.5265, 0.9551, -1.8167)
N (3.6483, -0.7603, -4.5001)
C (2.6107, -0.6223, -3.6579)
S (1.0787, -0.4272, -4.3440)
N (3.0014, -0.5221, -2.3391)
N (2.0106, -0.5718, -1.4590)
C (2.4192, -0.7828, -0.1945)
C (3.8774, -0.7905, 0.1024)
C (4.3433, 0.0128, 1.1320)
C (5.7145, 0.2041, 1.3480)
C (6.6000, -0.4555, 0.5339)
C (6.1452, -1.2621, -0.5401)
C (4.7937, -1.4421, -0.7656)
C (1.4070, -0.6587, 0.8852)
C (1.7245, -1.1240, 2.1939)
C (0.7847, -0.9506, 3.2255)
C (-0.3683, -0.2698, 2.9878)
C (-0.6212, 0.1461, 1.6594)
N (0.1991, -0.0910, 0.6681)
H (3.4371, -0.7807, -5.4771)
H (4.4921, -1.1804, -4.1748)
H (3.6354, 0.5669, 1.7330)
H (6.0433, 0.8652, 2.1660)
H (7.6655, -0.3499, 0.6630)
H (6.8807, -1.6923, -1.2378)
H (4.4329, -2.1909, -1.5133)
H (2.7033, -1.5825, 2.3365)
H (1.0375, -1.3141, 4.2425)
H (-1.1029, 0.0243, 3.7614)
H (-1.5685, 0.6498, 1.3749)
F (0.5303, 7.9128, 3.5421)
C (0.9031, 6.5681, 3.6630)
F (2.2160, 6.4858, 3.2771)
F (0.8208, 6.2563, 5.0284)
C (-0.0221, 5.6786, 2.8382)
C (0.5179, 4.9176, 1.7826)
C (-0.3481, 4.1665, 0.9499)
C (-1.7345, 4.1119, 1.3289)
C (-2.2436, 4.9039, 2.3638)
C (-1.4092, 5.7554, 3.0741)
C (-2.6280, 3.2729, 0.5842)
C (-3.3315, 2.4332, 0.0425)
H (1.5918, 4.9805, 1.5865)
H (-0.0066, 3.6125, 0.0928)
H (-3.3048, 4.7798, 2.6657)
H (-1.8184, 6.5222, 3.7309)
C (-2.2422, -4.8654, -3.6268)
N (-3.0860, -4.6373, -2.4399)
C (-4.5451, -4.8108, -2.4157)
C (-4.8415, -4.6156, -0.9396)
N (-3.5629, -4.4536, -0.2775)
C (-2.5551, -4.4868, -1.1967)
S (-0.9539, -4.4582, -0.8097)
H (-1.3088, -4.3682, -3.4107)
H (-2.7779, -4.4997, -4.5095)
H (-1.9840, -5.9234, -3.7003)
H (-4.8377, -5.7931, -2.8037)
H (-5.0835, -4.0614, -3.0666)
H (-5.3806, -5.5251, -0.5688)
H (-5.5170, -3.8233, -0.7353)
H (-3.3276, -4.2906, 0.7053)
Cl (-3.9212, -0.4846, -1.5428)
C (-4.8504, 1.0413, -1.2070)
Cl (-6.4308, 0.7365, -0.5631)
H (-4.8461, 1.6621, -2.0919)
H (-4.1790, 1.6967, -0.3436)

Output
E_LUMO = 0.0790 Eh
HOMO level = -3.955 eV
E_tot = -3988.65206 Eh
Net charge = -1
ΔE to the lowest compared entry with this formula, charge and spin = 60.1 kJ/mol
Maximum force = 5.4 eV/A

Results of the Mulliken charge analysis, in e, for atoms 1 through 5: K 0.72; N -0.39; C 0.28; S -0.57; N -0.72